Computed, not measured: C23H27AsN5O6SSeTc as an isolated structure, with ωB97M-V with the def2-TZVPD basis set.

Structure (XYZ):
```
65
Properties=species:S:1:pos:R:3:mulliken_charge:R:1
Tc 1.6918 2.1599 0.0363 1.266
O 4.2229 -0.4870 -2.4968 -0.620
As 3.0968 -0.5270 -1.1772 1.124
O 2.0127 -1.7143 -1.2348 -0.542
O 2.3824 1.0841 -1.3163 -0.684
C 4.3991 -0.5065 0.2587 -0.474
C 5.6943 -0.8561 -0.0826 -0.639
C 6.6817 -1.0041 0.8931 -0.626
C 6.3932 -0.8211 2.2300 -0.654
C 5.0990 -0.4689 2.5981 -0.848
C 4.1350 -0.3060 1.6197 1.520
S 2.5940 0.2718 2.2023 0.162
O 2.9729 1.9188 2.0205 -0.244
O 1.6570 0.1328 1.0366 0.218
O 1.6733 2.5044 1.9145 -0.470
H 3.7774 -0.6065 -3.3471 0.355
H 5.9530 -1.0326 -1.1163 0.499
H 7.6814 -1.2804 0.5875 0.412
H 7.1577 -0.9503 2.9825 0.422
H 4.8492 -0.3148 3.6410 0.426
C -5.6206 1.1781 2.1503 -1.460
C -4.2324 0.5608 2.1518 0.095
C -3.1358 1.6105 2.0147 -0.668
C -1.7310 1.0498 2.1574 -1.204
N -1.3883 0.1401 1.0628 0.920
C -0.9976 0.5025 -0.1619 -0.666
Se -0.5725 2.2716 -0.7113 -0.044
N -0.8024 -0.5818 -0.9219 1.602
C -0.4968 -0.5725 -2.3547 -1.430
C -1.7019 -0.1668 -3.1882 -0.725
C -2.9194 -1.0763 -3.0471 -0.094
C -2.7154 -2.4638 -3.6385 -1.176
C -1.0563 -1.7034 -0.1480 0.521
C -0.9368 -3.0641 -0.4239 -0.677
C -1.2554 -3.9290 0.5990 -1.054
C -1.6697 -3.4658 1.8589 -0.846
C -1.7654 -2.1216 2.1435 -0.905
C -1.4425 -1.2444 1.1102 0.930
H -6.3945 0.4186 2.2483 0.401
H -5.8084 1.7212 1.2231 0.328
H -5.7403 1.8832 2.9735 0.364
H -4.1529 -0.1611 1.3321 0.151
H -4.0760 -0.0085 3.0738 0.203
H -3.2627 2.3939 2.7661 0.491
H -3.2169 2.1106 1.0438 0.255
H -1.6234 0.4683 3.0738 0.646
H -0.9751 1.8357 2.1797 0.105
H -0.1295 -1.5691 -2.5908 0.737
H 0.3408 0.1126 -2.4962 0.118
H -1.3733 -0.1485 -4.2315 0.548
H -1.9700 0.8650 -2.9440 0.244
H -3.7632 -0.5952 -3.5444 0.460
H -3.2052 -1.1516 -1.9923 -0.004
H -2.4343 -2.3988 -4.6905 0.347
H -3.6246 -3.0602 -3.5764 0.389
H -1.9331 -3.0239 -3.1247 0.193
H -0.5843 -3.4230 -1.3786 0.507
H -1.1754 -4.9942 0.4335 0.462
H -1.9127 -4.1870 2.6263 0.458
H -2.0810 -1.7768 3.1170 0.414
N 1.9289 3.9302 -0.6452 -0.711
C 2.0816 5.0291 -1.0687 0.624
N 2.3241 6.1158 -1.5708 -0.493
C 1.7628 7.2410 -1.9060 0.446
N 1.3141 8.2523 -2.2336 -0.405
```

Summary:
- charge = +1
- HOMO-LUMO gap (alpha / beta) (eV) = 6.703 / 7.085
- total energy (eV) = -183234.100
- spin multiplicity = 2
- molecular weight (g/mol) = 753.4
- lowest unoccupied orbital energy (alpha / beta) (eV) = -4.72 / -4.37

=====

Computed, not measured: C23H27B2F4IrN8O4S as an isolated structure, with ωB97M-V with the def2-TZVPD basis set.

Structure (XYZ):
```
70
Properties=species:S:1:pos:R:3:mulliken_charge:R:1
Ir -1.5383 -15.4717 8.3735 -0.853
C 0.2254 -12.3565 10.5743 -1.173
C -0.3805 -13.6395 10.1379 0.059
N -0.5190 -13.9509 8.8842 0.793
O 0.1099 -13.1760 7.8561 -0.507
B 1.0744 -13.8575 6.8608 0.691
F 1.5437 -12.9329 5.9672 -0.238
F 2.0150 -14.6042 7.5951 -0.340
O 0.2227 -14.9640 5.9756 -0.499
N -0.3060 -15.8454 6.8149 1.316
C 0.2300 -17.0445 6.7511 0.369
C 1.5647 -17.4329 6.2101 -2.038
C -0.5077 -17.9929 7.5512 0.204
N -1.4803 -17.4096 8.2297 1.024
O -2.1458 -18.2081 9.1507 -0.683
B -1.8034 -17.7904 10.6124 0.664
F -2.1313 -18.7535 11.5340 -0.247
F -0.4140 -17.5215 10.6488 -0.365
O -2.4487 -16.4200 10.9971 -0.564
N -1.7986 -15.4344 10.2920 1.197
C -0.9791 -14.6592 10.9893 0.341
C -0.5482 -15.0274 12.3357 -1.300
C -0.1727 -19.4981 7.5929 -1.552
H -0.4346 -11.4724 10.3102 0.283
H 1.2392 -12.2166 10.1397 0.363
H 0.2858 -12.5219 11.6361 0.426
H 2.2091 -16.6112 5.8734 0.336
H 1.4596 -18.0994 5.3541 0.471
H 2.0911 -17.9731 7.0128 0.446
H -1.3890 -14.9836 13.0298 0.317
H 0.2253 -14.2879 12.6064 0.474
H -0.1586 -16.0339 12.3240 0.271
H 0.3853 -19.6943 6.6632 0.493
H -0.9984 -20.2345 7.6878 0.347
H 0.5638 -19.6305 8.4397 0.372
C -5.8905 -17.9745 10.3536 -0.534
C -5.7487 -16.8312 11.1565 -0.688
C -5.3158 -15.6648 10.5347 -0.256
C -4.9022 -15.7224 9.2028 0.846
N -4.9799 -16.8204 8.4607 -0.442
C -5.4786 -17.9102 9.0303 -0.384
C -4.4666 -14.4654 8.5865 0.666
C -5.3981 -13.4000 8.5995 -0.507
C -5.1679 -12.2666 7.8118 -0.986
C -4.0533 -12.1833 7.0182 -0.817
C -3.0673 -13.1445 7.1077 -0.285
C -3.2167 -14.2309 7.9640 0.444
H -6.2876 -18.8821 10.7645 0.473
H -6.0284 -16.9051 12.2035 0.518
H -5.2128 -14.6912 11.0436 0.513
H -5.5357 -18.8012 8.4202 0.465
H -6.2998 -13.5369 9.2179 0.570
H -5.7802 -11.3899 7.9002 0.479
H -3.8663 -11.3585 6.2942 0.475
H -2.1798 -13.0433 6.5041 0.513
C -0.6348 -14.0383 2.0870 -0.948
C -2.1149 -14.4690 2.1016 -0.395
C -2.3464 -15.2897 3.3072 0.311
N -2.5041 -14.6776 4.4410 -0.701
N -2.8319 -15.5303 5.4736 0.489
C -2.8625 -16.7727 5.0224 0.101
N -3.3702 -17.7357 5.8215 0.034
S -2.2630 -17.0502 3.4376 -0.013
H -0.5126 -13.3237 1.3173 0.403
H -0.0457 -14.9367 1.9247 0.337
H -0.3415 -13.6365 3.0938 0.221
H -2.2783 -15.0671 1.1909 0.354
H -2.7498 -13.5718 2.0814 0.310
H -3.9134 -17.4446 6.6453 0.231
H -3.4708 -18.7006 5.4805 0.308
```

Summary:
- charge = +3
- HOMO-LUMO gap (alpha / beta) (eV) = 7.060 / 4.846
- total energy (eV) = -70266.582
- spin multiplicity = 6
- molecular weight (g/mol) = 801.4
- lowest unoccupied orbital energy (alpha / beta) (eV) = -9.77 / -13.23